# 1
Below is a structure of composition C16H25MnNO16 in a non-equilibrium geometry, with properties calculated with ωB97M-V/def2-TZVPD.

## Properties
- 2S+1: 6
- HOMO (spin up / spin down): -6.74 / -7.50 eV
- E_LUMO (spin up / spin down): 0.494 / 0.493 eV
- HOMO-LUMO gap (spin up / spin down): 7.232 / 7.990 eV

Each line ends with the Mulliken spin population.
CARTESIAN COORDINATES (ANGSTROEM)
Mn  -0.5599  -0.2089  0.1619  4.70
O  -4.5694  -1.1875  0.6672  0.00
O  -0.7696  -2.2284  -0.3735  0.02
O  -1.4095  0.4283  -1.7257  0.01
O  3.2136  -0.0035  -2.0909  0.00
O  1.8751  -0.6083  3.6461  0.00
O  -2.5445  -0.4397  1.1664  0.00
O  -0.4183  1.9005  -3.1249  0.00
O  -2.4916  1.2645  -3.4803  0.00
O  -1.1012  -3.8301  1.0650  0.01
O  -4.3385  0.9400  1.1663  0.00
O  0.4952  -0.8524  1.9073  0.01
O  1.2566  0.1176  -0.9903  0.04
O  -0.5577  1.5844  0.8078  0.10
O  3.2193  0.3124  0.0796  0.00
O  2.3229  -2.1192  2.1024  0.00
O  -0.2841  -4.2690  -0.8862  0.01
N  -0.7284  -3.4548  -0.0507  0.01
C  2.8138  -1.7121  5.5621  0.00
C  -5.7659  0.7511  1.1901  0.00
C  -0.8111  2.6346  -4.2590  0.00
C  -6.3710  1.8319  0.3245  0.00
C  4.6059  -0.0262  -1.7598  0.00
C  -3.7093  -0.2570  1.0754  0.04
C  4.5884  0.4077  -0.2751  0.00
C  2.4419  0.0897  -0.9864  0.00
C  1.4835  -1.1385  2.5039  0.02
C  -2.3252  2.3947  -4.3289  0.00
C  -5.8813  -0.7242  0.7401  0.00
C  -1.4406  1.1202  -2.6831  0.02
C  -0.0492  2.0579  -5.4704  0.00
C  5.4917  -0.4604  0.5796  0.00
C  3.2902  -2.3788  3.1041  0.00
C  3.0678  -1.2548  4.1499  0.00
H  -7.4364  1.6777  0.1445  0.00
H  3.0481  -3.3142  3.6173  0.00
H  4.8764  1.4513  -0.1273  0.00
H  5.7472  0.0471  1.5138  0.00
H  6.3798  -0.6693  -0.0152  0.00
H  3.1227  -1.0311  6.3561  0.00
H  -5.8937  1.8978  -0.6545  0.00
H  3.8189  -0.4701  4.0283  0.00
H  4.8996  -1.0767  -1.7991  0.00
H  0.9905  2.1405  -5.1539  0.00
H  3.4172  -2.6069  5.7436  0.00
H  -3.0518  3.1589  -4.0438  0.00
H  -6.5062  -1.3044  1.4174  0.00
H  1.7583  -1.9127  5.7339  0.00
H  4.2987  -2.4609  2.7107  0.00
H  -6.1324  0.7990  2.2179  0.00
H  -6.4252  -0.7199  -0.2108  0.00
H  5.0389  -1.3796  0.9524  0.00
H  -1.0850  2.2526  1.2197  0.01
H  -0.2200  0.9936  -5.6526  0.00
H  -0.5918  3.6868  -4.0744  0.00
H  -0.3182  2.5208  -6.4196  0.00
H  -2.6209  2.1709  -5.3577  0.00
H  -6.2437  2.8098  0.7874  0.00
H  5.0896  0.6572  -2.4487  0.00

***

# 2
Below is the molecule C5H13NO in a non-equilibrium geometry, with properties calculated with ωB97M-V/def2-TZVPD.

## Properties
- HOMO: -9.02 eV
- ΔE to the lowest compared entry with this formula, charge and spin: 163.5 kJ/mol
- E_LUMO: 0.982 eV
- SMILES: CC(C)CNCO
- HOMO-LUMO gap: 10.000 eV

Each line ends with the natural charge from an NBO analysis.
CARTESIAN COORDINATES (ANGSTROEM)
O  -3.5135  0.9176  0.2547  -0.75
N  -1.3556  0.0104  0.2197  -0.67
C  -2.3633  0.5932  1.0292  0.10
C  0.8988  -1.6707  -0.2355  -0.65
C  -0.1261  0.6684  -0.1726  -0.20
C  1.1475  -0.2029  0.0374  -0.23
C  2.3620  0.3249  -0.7007  -0.61
H  3.1915  -0.4187  -0.7705  0.21
H  2.9136  1.2117  -0.3553  0.22
H  0.5918  -2.0759  0.7214  0.22
H  -0.0787  0.9749  -1.2262  0.17
H  1.4570  -0.0629  1.1322  0.19
H  -2.7111  -0.1042  1.7969  0.17
H  -1.1545  -0.9624  0.3827  0.38
H  0.2439  -1.7974  -1.0992  0.22
H  2.0796  0.6322  -1.7215  0.20
H  -2.0985  1.6439  1.4641  0.15
H  -3.2204  1.0443  -0.6599  0.47
H  1.7390  -2.3443  -0.4830  0.23
H  -0.0030  1.6177  0.3860  0.19

***

# 3
Below is a structure of composition C23H17AsFeN3O6S in a non-equilibrium geometry, with properties calculated with ωB97M-V/def2-TZVPD.

## Properties
- 2S+1: 5
- HOMO (spin up / spin down): -4.10 / -4.44 eV
- Total charge: -1
- ΔE to the lowest compared entry with this formula, charge and spin: 21.1 kJ/mol
- E_LUMO (spin up / spin down): 1.392 / 1.364 eV
- HOMO-LUMO gap (spin up / spin down): 5.491 / 5.805 eV

Each line ends with the Mulliken spin population.
CARTESIAN COORDINATES (ANGSTROEM)
As  -1.3032  1.4341  2.7392  0.02
Fe  0.0683  0.0872  -0.1806  3.76
S  -2.0990  1.8326  -0.9368  0.01
O  -0.4908  0.2038  1.8232  0.03
O  -0.9637  2.6504  -0.4116  0.02
O  -1.6786  1.2536  4.3064  0.01
O  -0.5591  3.0275  2.3068  0.00
O  -1.7043  0.3911  -1.0267  0.02
O  -2.7094  2.3946  -2.1413  0.00
N  2.0948  0.5956  0.6271  0.02
N  0.9631  -0.3639  -2.0448  0.01
N  7.0753  1.3917  2.4341  0.00
C  -5.4093  1.5250  2.2183  0.00
C  -4.6357  1.9318  -0.0345  0.00
C  -0.0053  -1.9231  -0.1766  0.11
C  -3.3023  1.8174  0.3891  0.00
C  -0.4109  -4.6188  -0.4656  -0.01
C  4.6482  1.0085  1.6392  0.00
C  -3.0367  1.6078  1.7616  0.00
C  -0.4912  -2.6220  0.8838  -0.04
C  1.5678  -2.1452  -3.5860  0.00
C  5.9684  1.1782  2.0605  0.00
C  3.7566  2.0774  1.4490  0.00
C  -4.1062  1.4949  2.6328  0.00
C  0.3419  -2.5472  -1.3452  -0.02
C  1.9716  0.1452  -4.1452  0.00
C  -5.6635  1.6952  0.8367  0.00
C  2.5394  1.8271  0.9206  0.00
C  2.0455  -1.1954  -4.4885  0.00
C  0.1040  -3.9029  -1.5303  0.01
C  1.0117  -1.7096  -2.3741  0.00
C  1.4488  0.5284  -2.9526  0.00
C  4.1744  -0.2897  1.4068  0.00
C  2.9161  -0.4523  0.9213  0.01
C  -0.6010  -4.0170  0.7654  0.01
H  0.2793  -4.3410  -2.5086  0.00
H  -3.9054  1.3496  3.6795  0.00
H  2.3024  -1.5587  -5.5094  0.00
H  2.5156  -1.4684  0.7298  0.00
H  1.5858  -3.2439  -3.7885  0.00
H  -0.8664  3.1640  1.3775  0.00
H  -0.6748  -2.1020  1.7984  0.00
H  4.8408  -1.1227  1.5874  0.00
H  -6.2272  1.3856  2.9528  0.00
H  4.0149  3.1053  1.6602  0.00
H  1.7936  2.6208  0.8508  0.00
H  -0.8754  -4.6274  1.6207  0.00
H  1.3156  1.5994  -2.7135  0.01
H  -0.4789  -5.7027  -0.6130  0.00
H  -6.6753  1.6245  0.4536  0.00
H  2.3519  0.9185  -4.7831  0.00
H  -4.8224  2.0867  -1.0763  0.00

***

# 4
Below is a cluster of 2 separate species, C22H16Cl2FN2O in total in a non-equilibrium geometry, with properties calculated with ωB97M-V/def2-TZVPD.

## Properties
- HOMO: -11.68 eV
- Total charge: +1
- ΔE to the lowest compared entry with this formula, charge and spin: 156.8 kJ/mol
- E_LUMO: -4.444 eV
- HOMO-LUMO gap: 7.239 eV

Each line ends with the natural charge from an NBO analysis.
CARTESIAN COORDINATES (ANGSTROEM)
Cl  1.6901  1.0677  5.2029  0.04
Cl  1.4598  2.5701  0.1434  -0.01
F  2.0900  3.3224  3.0511  -0.29
O  0.3073  5.2268  3.8817  -0.52
N  1.5746  1.3798  2.5504  -0.44
N  2.6499  5.6132  2.3771  -0.32
C  2.0415  7.8245  -2.1024  -0.11
C  1.7875  6.3901  0.3034  -0.17
C  2.5637  4.6032  3.3720  0.25
C  3.1127  7.7567  -1.2058  -0.24
C  0.3108  3.9332  6.3591  -0.17
C  1.5611  3.3556  8.3841  -0.18
C  0.8122  -0.0067  0.8855  -0.25
C  2.6901  3.9600  7.8452  -0.21
C  0.6895  6.4603  -0.6208  -0.11
C  1.6497  5.7513  1.5143  0.20
C  0.3522  3.3706  7.6671  -0.21
C  0.7952  -0.6605  3.2510  -0.24
C  1.5112  4.4212  5.7464  -0.09
C  4.0275  6.9796  0.9964  -0.21
C  3.8414  6.2711  2.1218  0.02
C  2.6599  4.5090  6.5347  -0.21
C  3.0325  7.0310  -0.0290  0.10
C  0.8179  7.1809  -1.8152  -0.20
C  1.4238  4.9086  4.3036  0.53
C  0.5757  -0.9733  1.9027  -0.15
C  1.2830  1.2432  1.2715  0.19
C  1.3397  0.5908  3.5804  0.19
H  3.6069  3.9389  8.3909  0.23
H  3.4326  4.3982  3.8661  0.21
H  4.9573  7.4927  0.7793  0.25
H  1.5332  2.9800  9.3834  0.23
H  4.0227  8.3415  -1.3991  0.24
H  0.1967  -1.9979  1.6185  0.25
H  0.8152  5.0855  1.7605  0.28
H  -0.2703  5.9876  -0.3462  0.24
H  3.5514  4.9560  6.0577  0.20
H  -0.0186  7.2892  -2.4936  0.25
H  2.1284  8.4135  -3.0406  0.25
H  0.5798  -1.3466  4.0459  0.23
H  0.6264  -0.2162  -0.1537  0.23
H  -0.5653  2.8942  8.0240  0.23
H  -0.6332  3.8901  5.7715  0.24
H  4.6890  6.0853  2.8125  0.24

***

# 5
Below is the molecule C21H25FN2O3, with properties calculated with ωB97M-V/def2-TZVPD.

## Properties
- HOMO: -8.58 eV
- ΔE to the lowest compared entry with this formula, charge and spin: 53.9 kJ/mol
- E_LUMO: 0.612 eV
- SMILES: CCc1ccccc1OCC(=O)N(CC)CC(=O)NCc1ccc(F)cc1
- HOMO-LUMO gap: 9.189 eV

Each line ends with the natural charge from an NBO analysis.
CARTESIAN COORDINATES (ANGSTROEM)
F  5.7015  -1.7206  1.0836  -0.33
O  0.4361  4.0314  -0.5421  -0.64
O  -1.1485  0.4022  1.4415  -0.65
O  -3.0859  -1.1429  0.4922  -0.50
N  -2.1054  2.3465  0.8468  -0.42
N  0.7019  1.8322  -0.0760  -0.62
C  -2.2869  -3.7121  1.0559  -0.42
C  3.4642  -1.4386  0.4004  -0.28
C  -2.8922  3.4087  -1.2428  -0.63
C  -2.0762  -1.6119  -0.3073  0.39
C  5.0629  0.3631  0.1923  -0.28
C  -3.1608  3.1285  0.2347  -0.21
C  -0.0888  -2.7562  -1.8859  -0.25
C  -0.5108  -1.4636  -2.1285  -0.20
C  2.7849  0.6808  -0.5233  -0.05
C  -3.3407  0.2342  0.5049  -0.16
C  -0.8947  3.0600  1.2288  -0.31
C  1.6958  1.5498  -1.0914  -0.24
C  4.7411  -0.9305  0.5581  0.40
C  0.1593  3.0422  0.1067  0.67
C  -0.6615  -3.4730  -0.8480  -0.19
C  -3.6235  -4.3045  0.6072  -0.59
C  -1.4956  -0.8889  -1.3415  -0.32
C  -2.1013  1.0051  0.9720  0.67
C  2.4883  -0.6242  -0.1428  -0.19
C  4.0732  1.1664  -0.3467  -0.18
C  -1.6512  -2.9238  -0.0515  -0.07
H  3.2466  -2.4519  0.6981  0.23
H  -1.6162  -4.5170  1.3622  0.21
H  -4.1138  2.6128  0.3620  0.20
H  -3.6805  0.5830  -0.4788  0.19
H  -2.8377  2.4831  -1.8115  0.20
H  -1.9525  3.9415  -1.3614  0.24
H  -0.0758  -0.8922  -2.9359  0.21
H  -2.4564  -3.0532  1.9087  0.22
H  -3.6926  4.0184  -1.6529  0.22
H  0.6841  -3.2004  -2.4945  0.22
H  -4.1498  0.3685  1.2302  0.22
H  0.3908  1.0601  0.5048  0.44
H  1.2177  1.0353  -1.9351  0.20
H  -1.1477  4.0966  1.4525  0.22
H  1.4883  -1.0103  -0.2758  0.23
H  -4.0709  -4.8833  1.4120  0.21
H  -0.3299  -4.4815  -0.6468  0.21
H  -3.4802  -4.9562  -0.2523  0.20
H  2.0865  2.5088  -1.4393  0.24
H  4.3072  2.1806  -0.6335  0.22
H  -4.3090  -3.5087  0.3284  0.21
H  -3.2242  4.0781  0.7738  0.21
H  -0.4784  2.5777  2.1174  0.24
H  -1.7948  0.1283  -1.5463  0.21
H  6.0687  0.7264  0.3322  0.23

***

# 6
Below is the ion C4H8N5OS with charge +1 in a non-equilibrium geometry, with properties calculated with ωB97M-V/def2-TZVPD.

## Properties
- HOMO: -12.76 eV
- Total charge: +1
- ΔE to the lowest compared entry with this formula, charge and spin: 0.0 kJ/mol
- E_LUMO: -3.522 eV
- SMILES: COC(=S)N(C#N)[NH+]=C(N)N
- HOMO-LUMO gap: 9.234 eV

Each line ends with the natural charge from an NBO analysis.
CARTESIAN COORDINATES (ANGSTROEM)
S  -2.2652  2.2311  0.9686  0.07
O  -0.2687  0.4699  1.5393  -0.50
N  -0.9584  0.5527  -0.6043  -0.36
N  -1.3397  2.2281  -2.3686  -0.24
N  1.8207  -0.0341  -1.3810  -0.73
N  -0.4493  -0.6711  -0.8216  -0.38
N  1.0201  -2.1954  -1.6215  -0.74
C  -1.0782  1.4511  -1.6020  0.35
C  -0.4447  0.5082  2.9936  -0.23
C  -1.0907  1.1462  0.7588  0.31
C  0.8174  -0.9325  -1.2869  0.69
H  -1.3706  0.8149  3.2665  0.21
H  -1.1439  -1.4639  -0.7407  0.42
H  1.6732  0.9096  -1.0289  0.44
H  1.9611  -2.4933  -1.9853  0.44
H  2.6899  -0.3369  -1.4592  0.41
H  0.2810  1.1797  3.4023  0.21
H  0.3883  -2.9038  -1.3643  0.43
H  -0.2421  -0.4605  3.3350  0.20